# 1
ORCA calculation (ωB97M-V/def2-TZVPD) on a cluster of 12 separate species, C39H108N12O18 in total at a distorted geometry.

## Properties
- Multiplicity: 1
- HOMO level: -8.42 eV
- SMILES: COCCNCCOC.COCCNCCOC.COCCNCCOC.COCCNCCOC.COCCNCCOC.COCCNCCOC.NC(N)=O.NC(N)=O.NC(N)=O.O.O.O
- LUMO level: 0.077 eV
- Energy relative to the best compared isomer or geometry (same formula, charge and spin): 0.00 kcal per mole
- Orbital gap: 8.501 eV
- Net charge: 0

Each line ends with the Löwdin charge.
Positions of all 177 atoms, in Å:
C  6.363  1.468  0.273  -0.1211
O  6.290  0.165  -0.199  -0.1608
C  5.206  -0.541  0.363  -0.2366
C  4.843  -1.748  -0.455  -0.2092
N  5.953  -2.704  -0.420  -0.0261
C  5.648  -3.920  -1.183  -0.2156
C  6.904  -4.765  -1.221  -0.2218
O  7.928  -3.991  -1.840  -0.2103
C  9.164  -4.642  -1.990  -0.1174
H  7.099  2.066  -0.254  0.0929
H  6.546  1.496  1.357  0.0947
H  5.397  1.985  0.160  0.0564
H  4.364  0.168  0.435  0.1037
H  5.359  -0.880  1.399  0.1270
H  4.454  -1.579  -1.466  0.1224
H  4.018  -2.157  0.143  0.1004
H  6.683  -2.263  -0.981  0.1048
H  5.254  -3.883  -2.214  0.1149
H  4.869  -4.484  -0.659  0.0933
H  6.786  -5.689  -1.800  0.1253
H  7.220  -4.995  -0.193  0.1229
H  9.968  -3.918  -1.880  0.0833
H  9.205  -5.092  -2.991  0.0853
H  9.284  -5.458  -1.268  0.0831
C  -1.290  -1.448  -2.647  -0.1126
O  -1.384  -1.627  -4.040  -0.2237
C  -2.704  -1.879  -4.493  -0.2203
C  -2.694  -2.209  -5.957  -0.2278
N  -2.381  -1.030  -6.737  -0.0555
C  -1.982  -1.260  -8.117  -0.2042
C  -0.715  -2.105  -8.325  -0.2248
O  0.178  -1.658  -9.317  -0.1769
C  0.708  -0.380  -9.035  -0.1125
H  -1.614  -2.323  -2.061  0.0900
H  -1.953  -0.649  -2.282  0.0945
H  -0.259  -1.183  -2.419  0.0792
H  -3.308  -0.996  -4.274  0.1310
H  -3.110  -2.753  -3.960  0.1271
H  -3.676  -2.633  -6.189  0.1244
H  -1.994  -3.049  -6.102  0.1189
H  -1.612  -0.564  -6.262  0.1078
H  -1.866  -0.273  -8.582  0.1052
H  -2.816  -1.637  -8.717  0.1187
H  -1.042  -3.113  -8.588  0.1211
H  -0.144  -2.196  -7.390  0.1140
H  1.523  -0.280  -9.758  0.0915
H  1.156  -0.227  -8.049  0.0801
H  -0.019  0.394  -9.291  0.0792
C  1.357  -2.490  -0.626  -0.1354
O  1.072  -1.284  0.021  -0.1726
C  0.228  -1.476  1.140  -0.2254
C  0.039  -0.216  1.938  -0.1641
N  -0.983  0.685  1.361  -0.0561
C  -0.993  2.025  1.892  -0.2227
C  -1.639  2.997  0.937  -0.2341
O  -0.812  3.157  -0.174  -0.1933
C  -1.447  3.770  -1.271  -0.0816
H  1.889  -3.098  0.121  0.0684
H  1.927  -2.420  -1.547  0.0810
H  0.514  -3.160  -0.868  0.0719
H  0.721  -2.214  1.799  0.0980
H  -0.671  -2.044  0.865  0.1185
H  0.995  0.314  2.045  0.1056
H  -0.291  -0.492  2.944  0.1241
H  -0.837  0.655  0.356  0.1155
H  0.005  2.391  2.197  0.1048
H  -1.512  2.060  2.854  0.0977
H  -1.758  3.945  1.484  0.1272
H  -2.666  2.644  0.774  0.1058
H  -2.369  3.253  -1.554  0.0815
H  -0.754  3.859  -2.098  0.0685
H  -1.757  4.777  -0.959  0.0830
C  -6.780  0.501  3.475  -0.1399
O  -6.962  -0.280  2.323  -0.1853
C  -7.847  0.315  1.373  -0.2000
C  -7.137  1.417  0.610  -0.2524
N  -5.926  0.966  -0.050  -0.0290
C  -5.253  2.135  -0.646  -0.2235
C  -5.956  2.620  -1.888  -0.2499
O  -5.025  3.123  -2.820  -0.2009
C  -5.662  3.859  -3.846  -0.1097
H  -7.737  0.734  3.979  0.0913
H  -6.409  1.519  3.283  0.0609
H  -6.146  -0.075  4.143  0.0830
H  -8.774  0.675  1.829  0.1199
H  -8.043  -0.495  0.672  0.1251
H  -7.001  2.359  1.183  0.1160
H  -7.905  1.845  -0.063  0.1188
H  -5.273  0.682  0.692  0.0643
H  -4.309  1.657  -0.943  0.1142
H  -4.979  2.975  0.007  0.1189
H  -6.677  3.409  -1.632  0.1180
H  -6.498  1.788  -2.359  0.1311
H  -6.391  3.216  -4.361  0.0871
H  -4.876  4.079  -4.559  0.0874
H  -6.223  4.701  -3.434  0.0862
C  3.406  2.368  2.264  -0.0989
O  3.512  3.139  1.096  -0.2035
C  2.269  3.665  0.673  -0.2249
C  2.514  4.295  -0.699  -0.1638
N  3.259  3.382  -1.600  -0.0511
C  2.603  2.130  -2.018  -0.1891
C  1.336  2.224  -2.855  -0.1970
O  1.381  1.254  -3.913  -0.2144
C  2.057  1.753  -5.036  -0.1213
H  4.072  1.507  2.198  0.0678
H  2.406  1.972  2.464  0.0642
H  3.683  2.980  3.129  0.0954
H  1.766  4.381  1.336  0.1282
H  1.579  2.826  0.535  0.0894
H  3.263  5.083  -0.600  0.1168
H  1.590  4.625  -1.168  0.1092
H  3.999  3.005  -1.013  0.0667
H  2.285  1.594  -1.100  0.1068
H  3.337  1.425  -2.409  0.1231
H  1.141  3.215  -3.285  0.1174
H  0.453  1.911  -2.298  0.1058
H  2.072  0.964  -5.786  0.0691
H  3.080  2.042  -4.777  0.0921
H  1.528  2.610  -5.467  0.0892
C  -2.650  2.661  8.221  -0.0954
O  -1.519  2.010  8.781  -0.1941
C  -0.715  1.318  7.848  -0.2509
C  0.455  0.750  8.615  -0.1963
N  1.576  0.416  7.730  -0.0741
C  1.272  -0.660  6.828  -0.2432
C  2.489  -1.050  6.035  -0.2465
O  2.108  -1.965  5.039  -0.1788
C  3.089  -2.128  4.024  -0.0875
H  -3.504  2.492  8.877  0.0864
H  -2.838  2.316  7.204  0.0459
H  -2.447  3.737  8.234  0.0903
H  -0.435  2.022  7.051  0.1326
H  -1.261  0.511  7.332  0.1137
H  0.169  -0.150  9.175  0.1227
H  0.789  1.535  9.292  0.1247
H  2.378  0.188  8.303  0.1112
H  0.429  -0.424  6.178  0.1119
H  0.919  -1.558  7.369  0.1289
H  3.261  -1.403  6.730  0.1301
H  2.836  -0.127  5.548  0.1251
H  4.036  -1.647  4.259  0.0891
H  2.624  -1.965  3.050  0.0732
H  3.336  -3.200  3.968  0.0838
N  0.827  -3.761  -3.736  0.1664
C  2.142  -3.613  -4.122  -0.6677
N  2.404  -2.434  -4.784  0.1653
O  2.998  -4.452  -3.876  0.0147
H  0.176  -3.018  -3.919  0.0508
H  0.535  -4.595  -3.271  0.0959
H  1.684  -1.760  -4.971  0.0787
H  3.349  -2.098  -4.785  0.0998
N  -1.786  -4.656  1.200  0.1631
C  -0.486  -5.095  1.094  -0.6384
N  -0.277  -6.060  0.110  0.1574
O  0.430  -4.673  1.802  0.0071
H  -2.044  -4.045  1.950  0.1060
H  -2.474  -4.986  0.552  0.0928
H  -0.923  -6.133  -0.653  0.0871
H  0.698  -6.240  -0.061  0.0989
N  -5.395  3.443  4.839  0.1592
C  -4.320  2.674  4.443  -0.6560
N  -4.020  1.589  5.238  0.1580
O  -3.614  3.004  3.496  0.0269
H  -5.820  3.378  5.745  0.0970
H  -5.427  4.359  4.426  0.1061
H  -4.658  1.095  5.831  0.1023
H  -3.079  1.243  5.196  0.1005
O  3.484  -5.279  1.032  -0.0566
H  3.816  -4.903  1.854  0.0366
H  2.553  -5.020  1.007  -0.0109
O  -3.888  0.149  1.989  -0.0688
H  -4.061  0.935  2.527  0.0043
H  -2.977  0.277  1.647  0.0186
O  -0.980  7.099  0.211  -0.0566
H  -0.598  6.786  1.039  0.0321
H  -1.539  7.841  0.465  0.0360


# 2
ORCA calculation (ωB97M-V/def2-TZVPD) on a cluster of 3 separate species, C17H21F10N6O2S in total at a distorted geometry.

## Properties
- Multiplicity: 1
- HOMO level: -13.08 eV
- LUMO level: -2.696 eV
- Orbital gap: 10.389 eV
- Net charge: +1

Each line ends with the natural charge from an NBO analysis.
Positions of all 57 atoms, in Å:
O  -4.420  1.252  0.750  -0.5074
C  -3.412  0.737  0.442  0.9526
F  -2.642  1.211  -0.551  -0.3375
N  -2.877  -0.424  0.980  -0.7094
C  -1.511  -0.730  0.579  0.7022
O  -1.270  -1.642  -0.131  -0.4311
C  -0.393  0.195  1.098  -0.1718
N  0.767  0.045  0.186  -0.5591
C  1.784  -0.460  0.901  0.6766
N  3.040  -0.478  0.548  -0.6703
S  3.699  -0.145  -1.022  0.2054
N  1.304  -0.983  2.058  -0.5435
C  0.138  -0.209  2.486  -0.1035
C  0.491  0.864  3.534  0.6253
F  0.333  0.250  4.742  -0.3042
F  1.795  1.231  3.449  -0.3115
C  -0.445  2.101  3.563  0.5807
F  -0.445  2.612  4.811  -0.2769
F  -1.698  1.625  3.311  -0.3112
C  -0.091  3.224  2.542  0.5488
F  -1.213  3.517  1.833  -0.2896
F  0.851  2.773  1.659  -0.3121
C  0.399  4.562  3.179  0.9340
F  0.931  5.297  2.190  -0.2945
F  1.335  4.346  4.101  -0.2915
F  -0.634  5.216  3.698  -0.2822
H  -2.962  -0.376  1.992  0.4171
H  -0.807  1.191  0.987  0.2601
H  0.984  0.861  -0.380  0.4568
H  3.727  -0.821  1.200  0.4389
H  3.050  1.013  -1.383  0.1708
H  1.995  -1.210  2.761  0.4229
H  -0.522  -0.907  2.989  0.2600
C  -0.026  1.676  -4.696  -0.6146
C  0.414  3.134  -4.616  -0.3795
C  1.807  3.308  -3.992  -0.5268
C  1.835  2.798  -2.626  0.4317
N  1.824  2.408  -1.548  -0.4783
H  -0.114  1.228  -3.704  0.2013
H  -1.001  1.599  -5.173  0.2343
H  0.681  1.082  -5.277  0.2111
H  -0.315  3.705  -4.038  0.2153
H  0.435  3.565  -5.616  0.2279
H  2.093  4.360  -3.965  0.2722
H  2.560  2.771  -4.572  0.2602
C  -0.910  -4.713  -1.757  -0.6138
C  -1.144  -6.173  -1.393  -0.3802
C  -1.393  -6.347  0.111  -0.5130
C  -0.258  -5.852  0.892  0.3088
N  0.615  -5.440  1.505  -0.3644
H  -0.021  -4.325  -1.257  0.2091
H  -0.760  -4.595  -2.830  0.2186
H  -1.760  -4.094  -1.466  0.2079
H  -0.280  -6.766  -1.694  0.2112
H  -2.004  -6.564  -1.937  0.2153
H  -1.558  -7.396  0.359  0.2569
H  -2.279  -5.788  0.416  0.2440


# 3
ORCA calculation (ωB97M-V/def2-TZVPD) on a structure of composition C6H4N2O3Pt at a distorted geometry.

## Properties
- Multiplicity: 3
- HOMO level (spin up / spin down): -19.16 / -18.60 eV
- LUMO level (spin up / spin down): -9.858 / -13.316 eV
- Energy relative to the best compared isomer or geometry (same formula, charge and spin): 0.48 kcal per mole
- Orbital gap (spin up / spin down): 9.300 / 5.283 eV
- Net charge: +2

Each line ends with the natural charge from an NBO analysis.
Positions of all 16 atoms, in Å:
O  -1.075  -2.535  4.289  -0.4450
C  -1.009  -2.079  3.174  0.4500
Pt  -1.332  -0.906  -1.289  0.7987
C  -2.872  -0.211  -0.379  0.4436
C  -0.459  -2.613  -1.185  0.4418
O  -3.914  0.339  -0.197  -0.2636
O  0.070  -3.627  -1.528  -0.2640
N  0.577  0.921  -1.297  -0.3697
C  1.574  1.880  -1.078  0.1824
C  1.811  1.772  0.345  -0.1141
C  0.918  0.757  0.789  -0.0119
N  0.135  0.220  -0.230  -0.2120
H  0.215  0.786  -2.256  0.4478
H  1.999  2.513  -1.874  0.3075
H  2.549  2.390  0.904  0.3179
H  0.812  0.391  1.813  0.2906


# 4
ORCA calculation (ωB97M-V/def2-TZVPD) on a cluster of 2 separate species, C2HClF3NO2 in total at a distorted geometry.

## Properties
- Multiplicity: 1
- HOMO level (spin up / spin down): -9.95 / -10.03 eV
- LUMO level (spin up / spin down): -0.708 / -2.207 eV
- Energy relative to the best compared isomer or geometry (same formula, charge and spin): 66.90 kcal per mole
- Orbital gap (spin up / spin down): 9.240 / 7.825 eV
- Net charge: 0

Each line ends with the natural charge from an NBO analysis.
Positions of all 10 atoms, in Å:
C  0.340  0.601  -0.142  -0.1146
C  -2.580  0.415  -0.113  0.9766
N  0.241  0.980  1.212  0.4324
O  -0.196  0.129  1.974  -0.3859
O  0.584  2.102  1.527  -0.3714
F  -2.924  1.686  -0.038  -0.3094
F  -2.774  -0.069  -1.328  -0.3161
F  -3.095  -0.326  0.829  -0.2948
Cl  1.005  1.643  -1.250  0.1504
H  0.201  -0.449  -0.359  0.2328


# 5
ORCA calculation (ωB97M-V/def2-TZVPD) on an isolated molecule of C7H7N3O at a distorted geometry.

## Properties
- Multiplicity: 1
- HOMO level: -8.20 eV
- LUMO level: 0.281 eV
- Energy relative to the best compared isomer or geometry (same formula, charge and spin): 134.93 kcal per mole
- Orbital gap: 8.484 eV
- Net charge: 0

Each line ends with the natural charge from an NBO analysis.
Positions of all 18 atoms, in Å:
C  -1.983  -0.545  0.508  -0.2733
C  -1.150  -1.578  0.522  -0.0629
C  -1.245  0.585  0.127  -0.1540
C  -0.011  0.208  -0.225  -0.0294
C  1.231  -1.859  -0.127  0.3036
C  2.238  1.083  -0.699  0.8534
C  -1.839  1.962  0.098  -0.6321
N  2.423  -1.424  -0.416  -0.3111
N  0.089  -1.163  0.006  -0.4350
N  2.804  -0.078  -0.418  -0.4819
O  2.463  2.160  -1.119  -0.4811
H  -2.840  -0.454  1.027  0.2133
H  -1.403  -2.619  0.783  0.2130
H  1.279  -2.893  0.099  0.2086
H  -2.173  2.064  -0.956  0.2236
H  -2.732  2.023  0.772  0.2123
H  -0.928  2.557  0.392  0.2315
H  3.777  -0.030  -0.372  0.4015


# 6
ORCA calculation (ωB97M-V/def2-TZVPD) on a cluster of 3 separate species, CH10N5 in total at a distorted geometry.

## Properties
- Multiplicity: 1
- HOMO level: -13.57 eV
- LUMO level: -4.373 eV
- Energy relative to the best compared isomer or geometry (same formula, charge and spin): 65.60 kcal per mole
- Orbital gap: 9.199 eV
- Net charge: +1

Each line ends with the natural charge from an NBO analysis.
Positions of all 16 atoms, in Å:
C  1.509  -0.426  0.167  0.2248
N  0.589  -1.273  0.621  -0.7654
N  -2.028  -1.075  -0.013  -1.0652
N  0.279  1.963  -0.400  -1.0589
N  2.767  -0.618  -0.043  -0.0358
N  3.873  -0.545  -0.480  -0.1484
H  1.234  0.749  0.068  0.3122
H  -0.374  -1.265  0.280  0.4386
H  -0.482  2.146  0.211  0.3936
H  -2.084  -1.338  -0.943  0.3843
H  -2.472  -1.631  0.672  0.3971
H  0.909  2.828  -0.222  0.4147
H  0.072  1.660  -1.303  0.3964
H  -2.292  -0.144  0.068  0.3743
H  0.982  -2.187  0.698  0.3888
H  4.524  -0.502  0.342  0.3487


no.,molar mass (g mol⁻¹)
1,1033.36
2,563.44
3,347.19
4,163.48
5,149.15
6,92.13